21
Properties=species:S:1:pos:R:3 method="wB97M-V/def2-TZVPD" orbital_gap_ev=10.14 largest_force_ha_per_bohr=0.0364 e_tot_ha=-441.442797 lumo_ha=0.032 relative_energy_ev=0.130
C 1.10580 -0.45624 -1.07295
H 2.22848 2.48124 0.15872
C -2.41909 0.08849 -0.12519
H -4.42516 -0.50254 -0.60004
C 2.21904 1.39484 0.01968
H 3.98211 0.96926 1.20071
H -0.63820 -0.30414 0.82701
H 3.81597 -1.39351 0.65523
O -2.02793 0.37787 -1.26242
H 0.41459 1.54886 -1.13966
C 3.08175 -0.75815 0.23251
C -3.90852 -0.02142 0.21893
H 1.95811 -2.36772 -0.80851
C 3.19976 0.55691 0.53296
H -2.10145 -0.54779 1.76992
H -4.11827 -0.50582 1.20772
H 0.30001 -0.79392 -1.66939
C 1.18421 0.88412 -0.74788
N -1.63079 -0.33008 0.89127
H -4.32099 0.97466 0.32935
C 2.10056 -1.29492 -0.61796

=====

21
Properties=species:S:1:pos:R:3 method="wB97M-V/def2-TZVPD" orbital_gap_ev=9.72 largest_force_ha_per_bohr=0.1243 e_tot_ha=-441.341929 lumo_ha=0.014 relative_energy_ev=2.875
H 0.23668 -0.62870 -1.60569
H -0.66716 -0.06713 -5.74836
H -1.70773 1.00423 4.04920
H -1.95953 -0.58028 -4.84678
H 2.61262 0.32313 3.99009
O 1.07910 0.24123 -3.89783
C -0.02265 -0.12191 -3.56694
H 0.55598 0.73961 5.41268
H -0.47588 -1.66003 -4.80529
H -1.72703 0.64284 1.51978
C 0.39287 0.09218 1.41924
C -0.78930 0.76979 3.47728
C -0.75406 0.56582 2.07077
H -1.45166 -0.81916 -2.43119
H 2.44985 -0.57335 1.82226
H 0.20433 -0.08459 0.28635
C 1.47637 -0.06490 2.23192
C 0.39355 0.57386 4.28599
C -0.87074 -0.57778 -4.86127
C 1.62234 0.33199 3.55472
N -0.59793 -0.10685 -2.35692

=====

24
Properties=species:S:1:pos:R:3 method="wB97M-V/def2-TZVPD" orbital_gap_ev=7.63 largest_force_ha_per_bohr=0.0125 e_tot_ha=-1783.555034 lumo_ha=-0.586 total_charge=+3 relative_energy_ev=0.000
H 1.16908 -1.95523 -2.61474
C 0.73182 1.42636 -2.39277
H -1.13699 2.39525 -1.84795
C -1.51443 -2.27882 -2.14354
C 0.65076 -1.00681 -2.49775
H 1.43413 -1.58702 3.63372
C -0.75118 -1.01578 -2.20697
H 3.02454 -1.81177 2.77614
H 2.43660 0.16338 -2.84692
H 1.29614 2.35553 -2.43270
O 0.84044 -1.75682 0.64354
H -0.89816 -3.13257 -1.85985
Ti 0.46042 0.14971 -0.35605
C -1.36918 0.24798 -1.96083
H -2.40594 -2.21315 -1.52007
O 2.27311 0.05788 0.46674
H -1.86890 -2.48856 -3.16746
O 0.26058 0.28408 1.55357
C -0.64819 1.44806 -2.07070
C 2.20569 -1.11626 3.00803
C 1.37242 0.19303 -2.62696
H -2.41401 0.27913 -1.65722
S 1.44694 -0.70567 1.50635
H 2.57630 -0.18004 3.44749

=====

20
Properties=species:S:1:pos:R:3 method="wB97M-V/def2-TZVPD" orbital_gap_ev=8.94 largest_force_ha_per_bohr=0.1186 e_tot_ha=-652.663856 lumo_ha=0.037 relative_energy_ev=1.449
H 1.24665 1.92674 1.11007
C -2.90589 0.61631 -0.21200
H -3.34343 -0.31897 0.18647
C 0.39623 -1.29235 -0.29834
H 3.55068 -0.41456 0.56579
C -0.87970 -0.84123 -0.66207
H -1.59505 -1.62122 -0.89577
H 0.77534 0.63743 -2.20024
H 2.46256 -0.81428 1.74707
H -3.19316 0.62420 -1.32702
H -3.15212 1.55821 0.26037
H 0.53514 -2.29944 -0.01704
C 1.53644 -0.51710 -0.07797
C -0.59857 1.25488 0.47725
H 2.83842 -2.00072 0.57178
C 0.68179 1.35783 0.25788
C 2.65533 -0.95388 0.74113
H -1.30067 1.73962 1.23329
P 1.72147 0.98965 -1.20037
C -1.43144 0.36889 -0.26029

=====

22
Properties=species:S:1:pos:R:3 method="wB97M-V/def2-TZVPD" orbital_gap_ev=8.67 largest_force_ha_per_bohr=0.0787 e_tot_ha=-1231.613180 lumo_ha=0.011 relative_energy_ev=1.646
C 0.57268 -0.35777 0.05647
C 2.65244 -1.63072 -0.01412
Si -2.88164 2.11498 -0.20124
C 1.52275 -1.16824 0.60629
H 3.32695 -2.45020 0.41093
H 1.31365 -1.40834 1.56615
H 0.00810 0.00242 3.21785
C 1.85282 -0.51694 -1.96586
H -2.14478 3.35438 -0.44573
C -1.33473 1.10610 0.02580
C 0.74801 -0.05994 -1.29977
H -3.81787 1.61498 -1.29756
H -2.11420 0.49565 3.34955
H -1.14485 0.32556 -2.55696
Si -1.19827 -0.18954 2.43910
C 2.84169 -1.22814 -1.32654
H -1.75235 -1.67712 2.37296
H -3.28249 2.02091 1.21303
C -0.66090 0.18368 0.66033
H 3.72336 -1.58938 -1.75272
P -0.15311 1.30196 -2.10614
H 1.92276 -0.24425 -2.95178

=====

20
Properties=species:S:1:pos:R:3 method="wB97M-V/def2-TZVPD" orbital_gap_ev=9.84 largest_force_ha_per_bohr=0.0736 e_tot_ha=-311.815734 lumo_ha=0.005 relative_energy_ev=4.644
C -0.42108 1.96120 0.08268
H 1.15151 -2.05732 0.34897
H 1.12474 -0.26286 -1.99406
H -1.44547 2.32463 -0.02520
H -0.03764 -0.28418 2.36412
H -0.96974 -1.55158 2.11075
H 0.17451 2.77567 -0.27124
H 0.35803 -2.14158 -1.23217
H -1.77305 -0.03160 1.64936
H 0.41060 1.38261 -2.33231
C -2.57238 -0.32953 -1.39762
H 1.60519 1.14641 -1.25244
C -0.16556 0.58426 -0.54047
H -0.45538 -2.79298 0.09318
H -0.20407 2.07669 1.06063
C -0.48068 -0.73457 0.14085
C -0.79773 -0.63211 1.67193
C 0.78939 0.66582 -1.69165
C -1.44124 -0.23497 -0.84142
C 0.26762 -2.00483 -0.16940

=====

20
Properties=species:S:1:pos:R:3 method="wB97M-V/def2-TZVPD" orbital_gap_ev=7.35 largest_force_ha_per_bohr=0.0824 e_tot_ha=-311.814309 lumo_ha=0.033 relative_energy_ev=4.683
H -3.06104 0.71775 1.26930
H -2.42753 0.40620 -0.54580
C -1.04812 -0.02300 1.09059
H 3.08358 0.14729 -0.79946
C 0.10050 -0.78193 0.47519
C -0.19516 2.00924 -0.42002
H 3.17904 0.46416 0.85092
H -3.02358 -0.88826 0.43537
C -0.04685 -1.97738 -0.48910
H -1.22837 2.17189 -0.15635
C 2.68623 -0.21054 0.22975
C 0.06076 0.86571 0.49651
H -0.00175 1.89486 -1.47589
C 1.25716 0.03424 0.57935
H -0.30032 -3.02117 -0.14370
H 0.99114 -2.02597 -1.02818
H 2.91394 -1.27189 0.42100
H 0.25227 2.97526 -0.09816
C -2.40968 0.09417 0.55596
H -0.78221 -1.58064 -1.24726

=====

20
Properties=species:S:1:pos:R:3 method="wB97M-V/def2-TZVPD" orbital_gap_ev=9.17 largest_force_ha_per_bohr=0.0981 e_tot_ha=-311.812701 lumo_ha=-0.004 relative_energy_ev=4.727
H -2.54376 -0.70945 -1.76941
C 1.27983 -1.61557 0.99275
H -0.32207 0.74712 1.25624
C -2.82348 0.07840 -1.14354
C 0.27865 0.78544 0.37666
H -3.09797 -0.27777 -0.14606
C -0.30076 0.17214 -0.95507
C 2.72227 0.43351 0.96656
H 2.03932 -2.25747 0.65713
H -3.79116 0.69087 -1.36712
H -0.65549 -0.89612 -0.82497
H 0.32111 -1.84704 0.55130
H 1.04459 -1.82734 2.15951
C -1.64069 2.23671 -0.98121
C -1.63775 0.98052 -1.08386
H 0.41981 0.29549 -1.72890
H 0.70475 1.86218 0.21465
C 1.48866 -0.06258 0.82163
H 3.00101 1.44097 0.62391
H 3.51313 -0.23000 1.37980

=====

20
Properties=species:S:1:pos:R:3 method="wB97M-V/def2-TZVPD" orbital_gap_ev=9.33 largest_force_ha_per_bohr=0.1170 e_tot_ha=-311.864827 lumo_ha=0.027 relative_energy_ev=3.308
C 2.92310 -0.06392 0.81870
H -0.59579 0.32248 -2.24293
H 2.93835 -0.66962 -1.20010
H 0.95287 0.66641 1.81676
H -0.80683 1.01035 2.16723
C -1.48011 -0.13491 -0.41103
H 2.43077 -0.25479 1.83523
H -2.42748 -0.08362 -2.41244
C 0.81418 -0.77616 -0.37627
C 2.28106 -0.49815 -0.32450
C 0.04263 1.00063 1.29948
H -2.24275 -1.39752 1.26807
H -1.66352 1.41475 -1.70514
H -3.57118 -0.86985 0.22226
C -2.50299 -0.79094 0.16651
H 0.49825 -1.57787 -1.09685
H 0.06049 2.09654 1.03671
C -0.10418 0.04930 0.07915
C -1.56631 0.37165 -1.77612
H 4.01942 0.18524 0.83531